Record 1
# C4H11O

2 unconnected molecules or ions with the total composition C4H11O at a distorted geometry (the ωB97M-V functional and the def2-TZVPD basis, the OMol25 dataset).

- Frontier orbital gap: 5.51 eV
- Energy relative to the best compared isomer or geometry (same formula, charge and spin): 1.885 eV
- Net charge: -1

```
16
Properties=species:S:1:pos:R:3:nbo_charge:R:1
C 0.83 1.46 1.53 -0.177
O -0.38 1.84 1.91 -0.986
H 0.59 0.80 0.65 0.074
H 1.53 2.15 1.02 0.059
H 1.24 0.86 2.28 0.092
C 0.70 -1.49 -0.26 -0.661
C -0.29 -1.56 -1.42 -0.391
C -1.01 -0.17 -1.62 -0.588
H 0.31 -1.86 0.71 0.198
H 0.92 -0.42 0.09 0.249
H 1.43 -2.17 -0.43 0.187
H -1.01 -2.36 -1.34 0.180
H 0.21 -1.85 -2.37 0.171
H -1.68 0.01 -0.91 0.207
H -0.22 0.62 -1.74 0.208
H -1.60 -0.02 -2.56 0.175
```

=====

Record 2
# C4H11O2S

A molecular structure, C4H11O2S at a distorted geometry (the ωB97M-V functional and the def2-TZVPD basis, the OMol25 dataset).

- Frontier orbital gap: 5.71 eV
- Energy relative to the best compared isomer or geometry (same formula, charge and spin): 2.521 eV
- Net charge: -1

```
18
Properties=species:S:1:pos:R:3:nbo_charge:R:1
C -1.99 -1.08 -0.71 -0.031
O -1.51 -2.01 0.17 -0.964
C -1.28 0.28 -0.49 -0.446
C 0.26 0.17 -0.62 -0.421
C 1.05 1.45 -0.82 -0.510
S 2.79 1.18 -0.33 -0.086
H -1.77 -1.52 -1.71 0.106
H -3.11 -0.95 -0.65 0.102
H -1.42 0.48 0.58 0.223
H -1.70 1.11 -1.10 0.163
H 0.40 -0.37 -1.55 0.192
H 0.71 -0.36 0.21 0.219
H 0.96 1.85 -1.85 0.202
H 0.65 2.28 -0.23 0.194
H 1.88 1.10 1.22 0.147
H -1.91 -1.48 1.69 0.511
H -0.98 -1.11 2.83 0.441
O -1.87 -0.88 2.56 -1.041
```